Record 1
C39H51N4O9SiV | ωB97M-V/def2-TZVPD

Results
charge	+1
HOMO-LUMO gap (spin up / spin down)	6.59 / 6.98	eV
multiplicity	2
relative energy (zero: lowest compared OMol25 entry of this formula, charge and spin)	2.0077	eV
⟨S²⟩	0.76
HOMO energy (spin up / spin down)	-10.308 / -10.322	eV

Geometry as XYZ:
```
105
C39H51N4O9SiV ωB97M-V/def2-TZVPD
V -0.68176 0.86378 -0.46479
O -3.34113 2.75164 0.73387
C -3.24250 1.68806 0.20032
O -2.21737 0.81577 0.49237
C -4.18812 1.28977 -0.90544
C -4.18631 -0.19688 -1.26812
C -5.37603 -0.50736 -2.17559
C -4.91400 0.12843 -3.51673
C -3.53753 0.67105 -3.13254
O -3.06252 -0.29267 -2.16679
C -3.72172 1.94574 -2.27307
C -2.42410 2.70708 -2.18549
O -2.21523 3.77976 -2.63203
O -1.42411 1.97283 -1.53041
H -5.16649 1.64835 -0.61313
H -4.06248 -0.86876 -0.42484
H -5.49769 -1.58239 -2.27182
H -6.30647 -0.08986 -1.79427
H -4.82154 -0.61829 -4.29931
H -5.57585 0.91801 -3.87256
H -2.82468 0.77175 -3.94360
H -4.45001 2.62651 -2.69132
N 0.14766 1.20905 -3.66424
C 0.74719 2.42971 -3.37733
C 0.79340 3.40780 -4.34671
C 1.48857 4.60930 -4.16695
C 2.22367 4.80949 -3.03560
C 2.19768 3.83464 -2.02024
C 3.07899 3.91391 -0.91597
C 3.08984 2.93084 0.02232
C 2.09307 1.94795 -0.03053
N 1.21422 1.84761 -1.01391
C 1.35917 2.70409 -2.11447
H 0.43081 0.41092 -3.13215
H -0.05478 1.03119 -4.62847
H 0.29100 3.21715 -5.29156
H 1.48561 5.35216 -4.95795
H 2.84209 5.69113 -2.90821
H 3.76816 4.75057 -0.85657
H 3.79890 2.92236 0.83726
H 1.99173 1.26942 0.79926
C 3.88085 -0.13531 -4.24291
C 3.37230 -1.26268 -4.86777
C 2.33764 -1.95890 -4.26340
C 1.84700 -1.50158 -3.04694
N 2.30985 -0.40152 -2.45704
C 3.30844 0.25990 -3.04540
C 0.76710 -2.24113 -2.31945
C 0.79318 -3.63327 -2.33193
C -0.16288 -4.34654 -1.63352
C -1.11964 -3.64401 -0.92688
C -1.07149 -2.26548 -0.95699
N -0.16441 -1.55036 -1.64236
H 4.69522 0.43303 -4.67765
H 3.77229 -1.59544 -5.81822
H 1.90172 -2.82727 -4.74439
H 3.66547 1.14880 -2.53057
H 1.58492 -4.14780 -2.86308
H -0.14631 -5.43134 -1.62355
H -1.89226 -4.14823 -0.35708
H -1.80795 -1.69937 -0.40050
C -0.04280 2.46065 3.10445
C 1.02608 1.61690 3.78878
C 0.56089 1.14038 5.15517
C 2.32049 2.39465 3.91898
O 1.34257 0.44575 2.96474
Si 0.36486 -0.63853 2.26614
O 0.05853 -0.05737 0.69398
O -1.07977 -0.69691 2.95948
C -1.95437 -1.68793 3.56147
C -2.45366 -2.61305 2.45931
C -1.19661 -2.47496 4.62168
C -3.09675 -0.90696 4.17430
O 1.04437 -2.08628 2.12721
C 2.43987 -2.51464 2.10139
C 3.22383 -1.62000 1.14734
C 2.42064 -3.94436 1.60452
C 3.00350 -2.44373 3.51382
H -0.20365 3.38637 3.66073
H -0.99617 1.92864 3.03985
H 0.27683 2.73326 2.09465
H 0.35579 1.99817 5.80219
H 1.33590 0.52673 5.62492
H -0.35281 0.54879 5.06401
H 2.20945 3.18027 4.67103
H 2.58914 2.86722 2.97097
H 3.12990 1.72807 4.22968
H -1.60550 -3.13330 1.99672
H -2.97884 -2.02936 1.69282
H -3.14330 -3.35739 2.86577
H -0.34360 -2.99434 4.17343
H -1.85440 -3.21700 5.08242
H -0.82618 -1.80715 5.40650
H -3.56797 -0.27989 3.41260
H -2.73237 -0.25925 4.97670
H -3.84681 -1.58666 4.58830
H 2.68415 -1.49842 0.20087
H 4.20201 -2.05815 0.93496
H 3.38367 -0.62836 1.59243
H 2.06093 -3.98301 0.57183
H 1.75837 -4.54945 2.23011
H 3.42681 -4.37117 1.64428
H 2.92679 -1.42458 3.90455
H 4.05645 -2.73912 3.51300
H 2.45338 -3.11758 4.17883
```

Here are the Mulliken charges for atoms 1 to 99, given in e: V 1.99; O -0.61; C -0.70; O -1.08; C 0.35; C 0.23; C -1.04; C -1.02; C -0.18; O -0.35; C -0.01; C -0.40; O -0.57; O -0.01; H 0.79; H 0.17; H 0.35; H 0.44; H 0.37; H 0.37; H 0.70; H 0.57; N 0.16; C 0.19; C -0.54; C -0.92; C -1.02; C 0.80; C -1.18; C -1.52; C -0.04; N 0.81; C 0.07; H -0.74; H 0.36; H 0.42; H 0.43; H 0.45; H 0.46; H 0.64; H 0.48; C -1.00; C -0.75; C -0.93; C 0.61; N 0.17; C -0.14; C 0.79; C -1.05; C -1.07; C -1.28; C -0.36; N 0.65; H 0.47; H 0.45; H 0.55; H 0.33; H 0.55; H 0.44; H 0.56; H 0.33; C -1.16; C 1.72; C -1.47; C -1.69; O 0.47; Si -1.81; O 2.57; O 0.72; C 1.64; C -0.83; C -1.61; C -1.56; O 0.32; C 1.76; C -1.32; C -1.57; C -1.74; H 0.66; H 0.04; H -0.03; H 0.56; H 0.31; H -0.08; H 0.40; H 0.27; H 0.33; H -0.09; H -0.14; H 0.68; H 0.14; H 0.55; H 0.30; H 0.13; H 0.35; H 0.44; H 0.15; H 0.65; H -0.02

---

Record 2
C39H52AlCaClF4NO14PS | ωB97M-V/def2-TZVPD

Results
HOMO-LUMO gap	1.16	eV
HOMO energy	-6.840	eV

Geometry as XYZ:
```
115
C39H52AlCaClF4NO14PS ωB97M-V/def2-TZVPD
C -0.43929 3.18691 -0.48267
C 0.69933 2.41025 -1.23782
N 1.98866 2.47900 -0.47127
C 2.77612 1.22104 -0.44703
C 3.91523 1.44746 0.61870
O 4.72066 2.58315 0.36005
C 3.95191 3.76385 0.20093
P 5.02093 5.27339 -0.19770
O 4.96901 5.54268 -1.87090
Cl 3.79588 6.77991 0.57362
C 2.94024 3.53494 -0.97634
H -0.04629 3.77309 0.36530
H -0.84746 3.92730 -1.18178
H -1.22475 2.51505 -0.11155
H 0.86755 2.95529 -2.18047
H 0.39567 1.38268 -1.47943
H 1.78062 2.73348 0.49624
H 2.17570 0.32354 -0.23641
H 3.27225 1.03790 -1.41610
H 3.38908 1.50477 1.59862
H 4.58493 0.57891 0.66385
H 3.35213 4.01302 1.10008
H 5.05934 4.69601 -2.32265
H 3.51466 3.13637 -1.82822
H 2.41345 4.44580 -1.31072
C 3.25296 9.43120 3.59538
C 4.18254 10.30065 4.42501
C 4.37727 9.45261 5.67065
O 4.27432 8.08555 5.25602
C 3.76101 8.03733 3.91808
H 3.27522 9.65472 2.52924
H 2.22405 9.54567 3.94597
H 5.13635 10.42687 3.90494
H 3.78101 11.28977 4.64370
H 3.59067 9.64354 6.40883
H 5.34592 9.61701 6.14590
H 4.58099 7.75009 3.25169
H 2.97876 7.27906 3.85339
C -0.92429 -1.00078 -0.63995
C -0.28866 -1.23114 0.72729
C 0.67716 -2.41636 0.75330
C 0.05116 -3.77651 0.44544
C -1.10092 -4.18485 1.36174
C -0.69061 -4.33589 2.82215
H -1.53384 -1.85103 -0.94995
H -1.57539 -0.12377 -0.61392
H -0.15905 -0.83096 -1.40272
H -1.07214 -1.35873 1.47911
H 0.26443 -0.32834 1.01146
H 1.16164 -2.45359 1.73460
H 1.47886 -2.23695 0.03122
H 0.83599 -4.53850 0.49918
H -0.30384 -3.78640 -0.59044
H -1.49791 -5.14282 1.01240
H -1.92278 -3.46724 1.28367
H 0.10182 -5.08004 2.92908
H -1.54079 -4.66319 3.42332
H -0.33592 -3.39292 3.24128
C 2.16393 -6.78440 -2.29737
C 1.77606 -5.52077 -2.12562
C 2.75382 -4.41216 -2.12163
O 2.40170 -3.25778 -1.96431
C 4.17620 -4.75398 -2.31505
C 4.56898 -6.01493 -2.48809
C 3.59341 -7.12880 -2.49361
O 3.94751 -8.27701 -2.65293
H 1.46328 -7.60967 -2.30273
H 0.73927 -5.24762 -1.98358
H 4.87394 -3.92727 -2.30879
H 5.60835 -6.27958 -2.63102
C 6.65604 -1.59584 -6.38128
C 6.81062 -1.03948 -4.97482
O 6.56738 -2.13951 -4.11400
S 7.07117 -3.50117 -4.82489
O 8.37020 -3.82183 -4.33528
O 5.97995 -4.41578 -4.78486
O 7.22340 -2.90817 -6.32204
H 5.60142 -1.69424 -6.65274
H 7.16641 -0.99042 -7.12711
H 6.10415 -0.23609 -4.76548
H 7.82902 -0.68337 -4.79478
C -4.21068 -4.34516 -0.36243
C -4.48723 -3.66218 -1.54366
C -5.65096 -2.91689 -1.66012
C -6.54925 -2.86085 -0.59827
C -6.28270 -3.56444 0.57716
C -5.10549 -4.29787 0.69561
C -7.25234 -3.55383 1.70114
O -7.01776 -4.16332 2.72674
C -8.51525 -2.79199 1.54443
C -9.46019 -2.81757 2.56680
C -10.64134 -2.09862 2.44028
C -10.87438 -1.34563 1.29142
C -9.93884 -1.32143 0.26831
C -8.76044 -2.05171 0.38750
C -7.78258 -2.04556 -0.72775
O -7.98793 -1.39037 -1.73083
H -3.29860 -4.91873 -0.27029
H -3.79272 -3.70997 -2.37335
H -5.86198 -2.38245 -2.57688
H -4.89070 -4.83369 1.61101
H -9.27368 -3.39977 3.45379
H -11.37776 -2.11908 3.22585
H -11.79168 -0.77902 1.19370
H -10.12704 -0.73837 -0.62333
C -10.88220 -3.84847 5.99629
O -11.48543 -4.13237 7.02322
O -11.41843 -3.52318 4.91196
O -9.63789 -3.83583 5.87508
Ca 5.11532 1.52203 -4.70851
F -1.45837 6.84702 -2.41101
Al 0.06848 6.93291 -1.57837
F -0.13854 7.67648 -0.01598
F 1.20988 7.84887 -2.52222
F 0.70091 5.30105 -1.35866
```

Here are the Mulliken charges for atoms 1 to 99, given in e: C -1.25; C -0.07; N 0.05; C -0.08; C -0.72; O -0.34; C 0.02; P 0.23; O -0.46; Cl -0.16; C -0.97; H 0.38; H 0.30; H 0.33; H 0.37; H 0.23; H 0.49; H 0.16; H 0.11; H 0.32; H 0.42; H 0.49; H 0.30; H 0.07; H 0.63; C -0.46; C -0.51; C -0.47; O -0.43; C -0.22; H 0.31; H 0.27; H 0.26; H 0.33; H 0.27; H 0.27; H 0.18; H 0.20; C -0.88; C -0.45; C -0.48; C -0.43; C -0.34; C -1.51; H 0.19; H 0.32; H 0.16; H 0.44; H 0.31; H 0.38; H 0.09; H 0.50; H 0.17; H 0.42; H 0.16; H 0.32; H 0.43; H 0.29; C -0.45; C -0.19; C 0.43; O -0.56; C -0.36; C -0.32; C 0.29; O -0.55; H 0.44; H 0.41; H 0.43; H 0.41; C -0.45; C 0.94; O -0.28; S 1.09; O -0.56; O -0.45; O -0.31; H 0.35; H 0.33; H -1.17; H 0.50; C -0.28; C -0.65; C -0.63; C 0.20; C 0.13; C -0.65; C 0.51; O -0.68; C -0.07; C -0.31; C -0.15; C -0.62; C -0.58; C 0.13; C 0.63; O -0.67; H 0.49; H 0.45

---

no.,maximum force (eV/A)
1,3.24
2,2.49